# C51H128N8O3S

A 9-piece molecular cluster, C51H128N8O3S overall in a non-equilibrium geometry (ωB97M-V/def2-TZVPD, the Open Molecules 2025 dataset).

Each line ends with the Mulliken charge.
Element x y z (Å)
C -0.5497 1.4909 -2.4832  0.4579
C 0.4786 1.7802 -3.5190  0.6294
O 0.1307 2.7972 -4.4065  -0.4531
S 1.1231 4.1483 -4.2932  1.1301
C 2.5955 3.4798 -5.1504  -0.6883
O 0.5035 5.1792 -5.1699  -0.6560
O 1.4671 4.4651 -2.9145  -0.5116
H -0.4701 0.4980 -2.0405  -0.1652
H -1.5772 1.7053 -2.7773  0.5700
H -0.4823 2.1781 -1.6398  -1.1010
H 1.3999 2.0600 -3.0080  -0.3095
H 0.7161 0.8661 -4.0631  0.3380
H 2.3239 3.1646 -6.1578  0.3675
H 2.8788 2.6422 -4.5130  0.1242
H 3.3483 4.2679 -5.1290  0.3727
C -0.3897 -2.8879 -0.4644  -1.5230
C -0.5209 -2.1398 0.8478  0.2835
N -0.1570 -0.7314 0.8538  1.4400
C 1.3113 -0.6186 0.8631  -0.8010
C 1.6870 0.7895 0.4449  -1.0518
C -0.7086 0.1098 1.9233  -0.3133
C -2.2513 0.4222 1.7284  -0.7701
H -0.4897 -2.2170 -1.3176  0.3352
H -1.1454 -3.6728 -0.4943  0.3631
H 0.5782 -3.3818 -0.5506  0.2845
H -1.5702 -2.3108 1.0887  -0.7997
H -0.0009 -2.7396 1.5948  0.3126
H 1.9434 -0.9510 1.6866  0.2987
H 1.7986 -1.2445 0.1156  0.0966
H 2.7534 0.8215 0.2216  0.3607
H 1.0524 1.2119 -0.3342  -0.0109
H 1.6344 1.4238 1.3297  0.3580
H -0.2190 1.0836 1.9168  0.1796
H -0.6564 -0.3632 2.9039  0.2604
H -2.6197 1.0190 2.5628  0.4953
H -2.8782 -0.4668 1.6598  -0.0962
H -2.3304 1.0192 0.8199  0.1537
C 3.1793 -1.8900 -2.9314  -0.6539
C 2.2117 -2.9429 -3.5459  -0.0266
N 2.8975 -4.0943 -4.1124  0.0610
C 3.2772 -3.9386 -5.5297  -0.7416
C 2.1328 -3.8402 -6.5940  -1.1295
C 1.9743 -5.2803 -4.0005  -0.4957
C 2.6468 -6.6812 -4.4235  -1.3144
H 2.7914 -0.8890 -3.1201  0.0707
H 4.1144 -1.9831 -3.4836  0.4411
H 3.3151 -2.0200 -1.8578  0.0371
H 1.5165 -3.2884 -2.7808  -0.2226
H 1.4742 -2.5699 -4.2566  0.3387
H 3.9050 -3.0666 -5.7129  0.3286
H 3.9093 -4.7265 -5.9394  0.3969
H 2.5903 -3.8524 -7.5833  0.4302
H 1.3569 -4.6052 -6.5656  0.2605
H 1.6870 -2.8526 -6.7123  0.3412
H 1.0165 -5.2484 -4.5198  0.3786
H 1.5724 -5.3937 -2.9936  0.4590
H 2.9490 -6.6983 -5.4706  0.2700
H 1.8911 -7.4489 -4.2569  0.4138
H 3.5853 -6.7538 -3.8740  0.3545
C 6.6244 5.3675 0.9071  -1.4993
C 7.2389 4.2769 -0.0714  0.0248
N 6.3457 3.8789 -1.1225  0.0525
C 5.0517 3.3623 -0.6057  0.5865
C 3.9562 3.2798 -1.7170  -1.1972
C 6.9229 2.8392 -2.0271  0.0818
C 8.0214 3.4689 -2.9703  -1.3793
H 6.1903 6.1363 0.2678  0.3914
H 7.3825 5.9489 1.4318  0.4233
H 5.8765 5.1865 1.6791  0.3370
H 8.1478 4.7444 -0.4498  0.3354
H 7.4968 3.3971 0.5182  0.0857
H 5.2688 2.4253 -0.0929  -0.8597
H 4.6924 4.0528 0.1574  0.4364
H 3.0291 3.3710 -1.1510  0.3001
H 3.9742 4.1127 -2.4199  0.2620
H 3.8279 2.3209 -2.2191  0.2550
H 6.1333 2.4178 -2.6492  0.3235
H 7.3167 1.9952 -1.4608  -0.0968
H 8.8381 4.0077 -2.4899  0.3566
H 7.4395 4.0860 -3.6550  0.2939
H 8.4217 2.6201 -3.5248  0.4078
C -3.2735 -6.8397 2.1722  -0.7126
C -1.9703 -7.2725 2.7911  -1.0118
N -0.6663 -6.8268 2.3087  0.2145
C -0.3113 -5.4649 2.5408  -0.6985
C -0.4731 -4.8485 3.9604  -1.2781
C -0.2893 -7.1541 0.9630  -0.1998
C -0.2874 -8.6417 0.6752  -1.3513
H -4.1136 -7.3316 2.6623  0.4429
H -3.2619 -6.9166 1.0850  0.2598
H -3.5041 -5.7825 2.3037  -0.0121
H -1.9935 -7.0356 3.8548  0.4992
H -1.9422 -8.3620 2.7731  0.4095
H -0.5877 -4.7390 1.7760  0.3503
H 0.7756 -5.5314 2.4925  0.4475
H 0.1902 -5.2655 4.7182  0.2756
H -1.5383 -4.8599 4.1910  0.3195
H -0.0127 -3.8771 3.7802  0.4147
H -0.8929 -6.6317 0.2208  0.1791
H 0.7244 -6.8425 0.7110  0.4413
H -1.1417 -9.1748 1.0925  0.3260
H -0.0949 -8.8495 -0.3774  0.3792
H 0.6431 -9.0862 1.0282  0.3177
C 7.5918 0.7694 3.7292  -1.3490
C 6.2616 0.6744 2.8720  -0.0979
N 6.4160 -0.4944 2.0018  0.2044
C 6.9361 -0.0153 0.7453  1.0122
C 6.9456 -0.9689 -0.4064  -1.4442
C 5.2473 -1.3465 2.0659  -0.4485
C 5.1824 -1.9948 3.4784  -1.5372
H 7.7093 1.7156 4.2573  0.3812
H 8.4504 0.5993 3.0796  0.2866
H 7.9127 -0.0449 4.3788  0.3730
H 5.4879 0.7419 3.6368  0.3613
H 6.1561 1.6139 2.3294  -0.0058
H 6.2492 0.7813 0.4596  -0.7023
H 7.9009 0.4579 0.9279  0.2652
H 7.5261 -1.8534 -0.1442  0.3894
H 5.9544 -1.3184 -0.6953  0.1317
H 7.3373 -0.6740 -1.3799  0.4112
H 5.4567 -2.2184 1.4461  0.5005
H 4.3052 -0.8458 1.8425  0.2154
H 4.4570 -2.7988 3.6033  0.4242
H 4.8013 -1.2368 4.1626  0.3393
H 6.0760 -2.4624 3.8918  0.3809
C -5.1564 3.2439 2.2919  -0.6992
C -6.0559 3.8074 1.1494  -0.1012
N -7.0931 3.0357 0.4978  0.0275
C -8.0219 2.5005 1.5038  -0.1548
C -8.5342 3.5523 2.5723  -1.2783
C -6.6384 1.9471 -0.3746  -0.1815
C -5.9037 2.4772 -1.6594  -1.2291
H -4.9080 2.1833 2.2522  -0.0342
H -5.5790 3.3649 3.2894  0.3382
H -4.2182 3.7745 2.1299  0.2711
H -6.3593 4.8085 1.4555  0.3558
H -5.2290 3.9325 0.4503  -0.3208
H -8.8022 2.0307 0.9051  0.4631
H -7.4562 1.7194 2.0116  0.0480
H -8.9959 4.4186 2.0985  0.3089
H -9.3125 3.1160 3.1984  0.4316
H -7.7255 3.8862 3.2224  0.2414
H -7.4850 1.3406 -0.6961  0.4815
H -5.9840 1.2239 0.1119  0.1645
H -5.9072 1.6170 -2.3289  0.4532
H -4.9078 2.7601 -1.3184  0.0759
H -6.3826 3.3629 -2.0769  0.3164
C -1.5427 6.2346 -2.4180  -1.2416
C -2.5820 5.5267 -1.4629  -0.4137
N -2.0809 5.5793 -0.0805  0.6154
C -0.7722 4.8544 0.0785  0.5775
C -0.5091 4.3963 1.5477  -1.2432
C -2.2021 6.9020 0.5757  -0.5557
C -3.7384 7.3509 0.5308  -1.2803
H -1.4675 7.2949 -2.1768  0.3301
H -1.8904 6.2684 -3.4505  0.4664
H -0.5492 5.7864 -2.4299  0.0481
H -3.5239 6.0745 -1.4919  0.4764
H -2.7164 4.5044 -1.8165  0.1498
H -0.7380 3.9676 -0.5544  -0.8076
H -0.0315 5.6134 -0.1734  0.2712
H -1.2761 3.6978 1.8820  0.0756
H 0.4517 3.9055 1.7026  0.3231
H -0.4618 5.3076 2.1438  0.4900
H -1.5163 7.5627 0.0453  0.4483
H -1.8999 6.9365 1.6224  0.3310
H -4.1305 7.6149 1.5130  0.3994
H -4.5384 6.7089 0.1620  0.2372
H -3.8453 8.2824 -0.0250  0.2883
C -8.4008 -2.6405 2.6450  -1.1343
C -7.2918 -1.6259 2.0917  -0.5029
N -5.9461 -2.1885 2.0591  0.6641
C -5.4809 -2.5997 3.4151  -0.1903
C -4.9557 -1.4450 4.1736  -1.0434
C -5.8169 -3.2919 1.0907  -1.0058
C -4.4641 -3.2481 0.4349  -0.8503
H -8.3204 -2.6832 3.7312  0.3283
H -8.0998 -3.6571 2.3922  0.2519
H -9.4461 -2.3901 2.4642  0.4084
H -7.5614 -1.3088 1.0844  0.4275
H -7.3284 -0.6410 2.5572  0.0144
H -4.6929 -3.3525 3.4354  0.0493
H -6.2352 -2.9582 4.1155  0.3825
H -5.6441 -0.6001 4.1924  0.2596
H -4.1566 -1.0961 3.5196  -0.0051
H -4.6397 -1.4986 5.2154  0.4131
H -6.0743 -4.3191 1.3487  0.3162
H -6.5036 -3.2664 0.2446  0.5491
H -4.2623 -2.2814 -0.0265  0.3089
H -3.7251 -3.1573 1.2310  -0.1184
H -3.9757 -4.1008 -0.0368  0.5290

Summary:
electronic energy: -3081.5302 hartree
HOMO: -7.685 eV
energy relative to the best compared isomer or geometry (same formula, charge and spin): 160.6 kcal/mol
SMILES string: CCOS(C)(=O)=O.CCN(CC)CC.CCN(CC)CC.CCN(CC)CC.CCN(CC)CC.CCN(CC)CC.CCN(CC)CC.CCN(CC)CC.CCN(CC)CC